[1]
51
Properties=species:S:1:pos:R:3:forces:R:3:mulliken_charge:R:1 method="wB97M-V/def2-TZVPD" homo_ev=-9.389 charge=0 de_lowest_kj_mol=147.4 gap_ev=8.96 fmax_ha_per_bohr=0.058
O 2.895525 0.158192 0.021042 -1.139 -0.877 0.431 -0.690
H 2.409071 -0.141381 -0.789740 0.525 0.130 0.084 0.381
H 3.464937 0.852233 -0.250718 0.962 0.883 -0.599 0.258
O -0.036961 -2.566691 -2.440169 -0.399 -0.476 -0.488 -0.693
H -0.777404 -3.208989 -2.554113 0.979 0.827 0.505 0.327
H 0.416367 -2.702257 -1.585657 -0.485 -0.156 -0.369 0.389
O 1.625776 -1.127118 2.083439 -0.367 -0.918 -0.418 -0.655
H 2.329522 -0.497348 1.963269 0.426 0.550 -0.227 0.335
H 1.660143 -1.658493 1.250677 0.007 0.714 1.329 0.297
O 1.913044 1.886291 2.703201 -0.167 0.848 -0.949 -0.685
H 1.914488 1.169625 3.312520 -0.049 -0.873 0.898 0.309
H 1.002768 1.895498 2.360901 0.084 0.026 0.403 0.314
O 2.172576 2.337059 -2.264531 0.662 -0.029 -0.413 -0.611
H 1.583216 2.387382 -1.516982 -0.671 -0.450 0.758 0.259
H 2.159383 3.236371 -2.579708 0.218 0.380 -0.546 0.326
O -2.946365 0.678402 0.184374 -1.557 0.477 -0.880 -0.616
H -3.153338 0.120868 0.912810 -0.372 -0.834 0.792 0.283
H -2.013071 0.611757 0.110885 1.423 -0.185 -0.179 0.057
O 1.201684 -2.695883 0.027843 -0.055 -2.004 0.185 -0.836
H 0.880866 -3.531397 0.466084 0.573 1.242 -0.485 0.275
H 2.150848 -2.834516 -0.116209 -0.057 -0.063 -0.224 0.318
O 2.122818 -0.539066 -2.440889 2.643 1.189 0.586 -0.743
H 1.303092 -0.863097 -2.733249 -1.573 -0.534 -0.906 0.256
H 2.227279 0.401576 -2.738904 -0.516 -0.982 0.132 0.374
O -0.246682 -0.322366 -0.227349 0.028 -1.635 0.468 1.725
H 0.147187 -0.941161 0.434167 -0.534 0.596 -0.662 -0.531
H 0.076819 0.520490 0.071947 0.112 1.186 0.258 -0.025
O -1.559488 2.792161 -1.870257 -0.217 -0.206 -1.085 -0.661
H -2.433723 2.609810 -2.247779 0.119 0.321 0.471 0.304
H -1.033621 2.056066 -2.230725 0.308 -0.041 -0.007 0.324
O -0.198399 0.599944 -2.777510 -1.229 0.707 -2.503 -0.721
H -0.774380 0.115576 -3.415831 0.715 0.342 1.010 0.317
H -0.084922 0.085189 -1.994544 -0.226 -1.024 1.251 0.317
O -1.797429 3.237757 0.681610 0.923 0.574 -0.891 -0.703
H -1.433327 3.144102 -0.237000 -1.109 0.576 0.595 0.427
H -1.442999 2.419049 1.017005 -0.013 -0.329 0.883 0.291
O 0.808378 2.099560 0.162822 0.383 -2.655 -0.850 -0.407
H 1.615430 1.635812 0.486629 -0.115 0.639 0.001 0.253
H 0.823911 3.010728 0.307603 0.083 2.265 0.906 0.250
O -1.413331 -2.731724 1.463918 0.302 0.019 1.869 -0.710
H -1.259567 -3.569538 1.906169 -0.111 -0.255 -0.019 0.299
H -1.431025 -2.906010 0.547470 -0.584 -0.109 -1.938 0.172
O -0.713810 -1.227920 3.645535 -0.463 0.143 0.854 -0.629
H -1.005817 -1.848600 2.975232 0.063 -0.117 -0.440 0.408
H -1.422202 -1.234831 4.307192 0.266 0.053 -0.120 0.289
O -2.471139 -2.235087 -1.178460 -0.944 -0.887 -0.139 -0.684
H -3.306161 -1.884357 -1.513235 0.057 -0.088 0.299 0.289
H -1.862743 -1.518515 -1.279239 0.821 0.922 -0.021 0.284
O -1.083457 1.205090 2.434856 -0.284 0.041 -0.023 -0.647
H -2.035611 1.254715 2.547290 -0.266 0.729 -0.004 0.332
H -0.968153 0.265041 2.596309 0.819 -0.651 0.416 0.206

[2]
51
Properties=species:S:1:pos:R:3:forces:R:3:mulliken_charge:R:1 method="wB97M-V/def2-TZVPD" homo_ev=-9.601 charge=0 de_lowest_kj_mol=203.9 gap_ev=8.91 fmax_ha_per_bohr=0.059
O -1.492541 0.001468 -2.447156 -0.049 -0.493 -0.438 -0.617
H -1.759714 0.935519 -2.483203 0.066 0.446 0.291 0.322
H -2.305741 -0.461744 -2.216161 0.500 -0.115 -0.005 0.192
O -3.601433 1.525977 0.591925 0.151 0.780 -0.444 -0.725
H -3.333723 0.611974 0.427525 0.308 0.158 0.812 0.452
H -2.834602 2.057254 0.903168 -0.311 -0.780 0.368 0.406
O 0.756742 -1.459691 3.243162 0.078 -0.007 2.819 -0.752
H 1.266841 -0.804393 3.765412 -0.397 -0.528 -0.746 0.380
H 1.004527 -1.361811 2.348351 0.924 0.312 -1.475 0.339
O -0.065403 0.083887 0.201671 1.307 1.533 1.163 1.882
H 0.444958 -0.700927 0.073266 1.090 -1.272 -0.019 -0.355
H -0.783453 -0.021372 -0.365655 -2.160 -0.067 -1.852 -0.010
O 1.571510 -3.490723 -1.539143 2.146 -1.389 1.047 -0.647
H 0.873250 -2.931002 -1.803350 -1.310 0.700 -1.127 0.350
H 1.843336 -4.161066 -2.167098 -0.419 0.220 -0.238 0.267
O 1.644371 2.467582 0.438921 1.033 1.716 -0.148 -0.577
H 1.135766 1.704838 0.652806 -0.300 -1.391 0.405 -0.099
H 2.241781 2.634983 1.188780 -0.697 -0.253 -0.421 0.332
O -2.211007 2.371055 -1.663160 2.533 0.283 -1.635 -0.703
H -2.977370 2.667888 -2.092852 -1.763 0.784 -0.543 0.244
H -2.452148 2.033381 -0.827336 -1.064 -0.467 1.763 0.262
O -1.037741 2.810407 1.226952 -0.289 -0.867 -2.010 -0.643
H -0.300285 2.899058 0.579791 -0.456 0.142 0.503 0.314
H -0.771035 3.325210 1.955480 0.415 1.188 1.408 0.289
O 2.897078 0.473346 2.090186 0.591 -0.508 -1.010 -0.600
H 3.095746 0.133734 1.161415 -0.770 0.028 0.815 0.300
H 3.587802 1.131056 2.129311 0.437 0.400 0.521 0.290
O 1.144545 -2.273050 0.681360 -0.694 -0.862 -0.080 -0.707
H 1.628925 -2.873740 0.057658 -0.413 0.465 0.454 0.261
H 0.344574 -2.767505 0.976401 1.081 0.330 -0.152 0.246
O 3.325019 -0.339905 -0.433762 -0.605 -0.309 -1.245 -0.638
H 2.637708 -0.396299 -1.156820 0.557 0.130 0.909 0.259
H 4.128489 -0.095507 -0.902881 0.026 0.080 0.077 0.282
O 0.713444 1.835958 3.302282 0.522 0.486 1.237 -0.697
H 0.059753 1.814322 2.603445 0.033 -0.662 -0.421 0.378
H 1.569620 1.477134 3.022450 -0.676 -0.144 -0.499 0.328
O 1.172178 2.101330 -2.250356 -1.000 0.780 -2.026 -0.619
H 0.647609 1.423334 -1.818221 0.021 -0.011 0.215 0.142
H 0.645199 2.317728 -3.080634 1.014 -0.434 1.652 0.301
O 1.188961 -0.774167 -2.438996 1.543 -1.125 -0.548 -0.523
H 1.369351 -1.309770 -3.240946 -0.300 0.702 0.756 0.251
H 0.272845 -0.522634 -2.451303 -1.202 0.152 -0.301 0.206
O -3.064133 -1.055181 -0.202417 -0.184 2.363 -1.000 -0.610
H -3.016402 -1.947431 0.009503 -0.044 -2.406 0.939 0.236
H -3.704755 -0.978106 -0.916131 -0.302 -0.124 0.138 0.298
O -1.452842 -0.268779 2.447858 -1.093 -0.329 1.129 -0.697
H -1.001802 -0.281440 1.600271 0.528 0.102 0.266 0.058
H -0.875877 -0.679829 3.135288 -0.256 0.413 -1.158 0.448
O -1.070660 -2.796899 -1.658730 -0.130 0.046 0.182 -0.615
H -1.898818 -3.162130 -1.935479 -0.716 -0.388 -1.153 0.345
H -1.200441 -2.923318 -0.722849 0.697 0.191 0.824 0.173

[3]
51
Properties=species:S:1:pos:R:3:forces:R:3:mulliken_charge:R:1 method="wB97M-V/def2-TZVPD" homo_ev="-12.546 / -12.546" charge=+1 de_lowest_kj_mol=60.9 spin_multiplicity=2 gap_ev="8.29 / 2.17" fmax_ha_per_bohr=0.051
O -0.007319 1.196960 -1.394224 0.568 0.629 -0.655 -0.526
H -0.388197 2.024666 -1.725673 -0.624 -0.160 0.316 0.245
H 0.543802 1.017104 -2.170321 0.043 -0.425 0.075 0.309
O 4.242842 3.699295 -1.449916 -0.699 -0.503 1.378 -0.277
H 3.415251 4.067048 -1.013182 -0.183 -0.036 -0.529 0.494
H 3.868169 2.806569 -1.648474 0.496 -0.119 -0.212 0.396
O 0.763042 3.418704 -3.542208 -1.483 -0.760 -0.171 -0.600
H 1.368964 3.536899 -4.270009 0.583 0.256 0.396 0.303
H 1.054646 3.559533 -2.641478 0.949 0.527 -0.361 0.379
O -3.117907 -4.633926 0.633461 0.202 0.696 -0.131 -0.605
H -2.579435 -4.038031 1.166639 -0.011 -0.351 0.348 0.253
H -3.301333 -4.060045 -0.121877 -0.234 -0.345 -0.206 0.345
O 1.833830 -4.505526 -2.274569 -0.098 0.497 0.176 -0.623
H 2.165367 -3.693889 -2.671591 0.179 -0.081 -0.264 0.306
H 1.123012 -4.159328 -1.719819 -0.041 -0.323 0.121 0.315
O 2.973405 -0.794381 -0.594147 0.128 0.470 -0.067 -0.562
H 2.933499 -1.015006 0.339748 -0.251 -0.104 0.097 0.320
H 2.085195 -0.523357 -0.846898 -0.126 -0.180 0.162 0.240
O -2.818229 2.550184 2.758252 0.518 -0.057 0.006 -0.572
H -3.270460 1.806001 3.164429 -0.229 0.073 -0.054 0.304
H -3.415756 3.301272 2.779615 -0.156 -0.105 0.068 0.288
O 5.019292 -2.781376 -1.269191 1.213 -0.110 -0.738 -0.618
H 4.736382 -2.234963 -0.545840 -0.673 -0.123 0.134 0.281
H 4.372159 -3.441096 -1.516836 -0.425 0.026 0.462 0.330
O -4.551110 1.122495 -0.894559 -0.122 0.654 0.396 -0.637
H -4.981452 0.626884 -1.587249 -0.116 -0.165 0.006 0.278
H -3.845287 0.552538 -0.566999 0.023 0.051 -0.031 0.404
O -3.366285 -0.957958 -2.156545 0.384 -0.313 -0.394 -0.629
H -3.810265 -0.564858 -2.916001 -0.141 -0.130 0.006 0.303
H -2.443192 -0.750118 -2.338070 0.101 -0.027 0.097 0.296
O -2.039320 -0.105143 0.492905 -2.113 0.665 1.358 -0.412
H -2.140012 -0.877021 -0.056440 1.295 0.089 -0.435 0.266
H -1.262315 0.451013 0.537978 0.426 -0.416 -0.793 0.146
O 4.171831 3.230821 0.955872 0.165 0.108 -1.246 -0.422
H 4.351696 4.178212 0.852155 0.153 0.242 0.518 0.401
H 5.053301 2.818467 1.020817 0.048 -0.126 0.066 0.403
O 1.628931 3.836549 -0.866280 -0.136 -0.239 0.458 -0.693
H 1.404388 4.660454 -0.441883 -0.258 0.918 0.049 0.327
H 0.993403 3.240351 -0.425152 0.396 -0.531 -0.039 0.297
O -0.687551 -3.054799 3.665125 0.572 0.422 -0.661 -0.640
H -0.696148 -4.001619 3.818992 -0.421 0.038 0.250 0.317
H -1.527332 -2.647299 3.900769 -0.305 -0.458 0.297 0.363
O -0.313871 -2.224620 0.557923 0.595 -0.084 -1.599 -0.591
H 0.001199 -1.450079 1.021561 -0.380 -0.192 0.587 0.276
H -0.747623 -2.821702 1.153225 0.114 -0.130 1.042 0.262
O 0.007621 1.790987 1.776511 0.212 0.002 -0.426 -0.608
H 0.718788 1.147910 1.843918 -0.019 -0.005 0.273 0.305
H -0.480151 1.764975 2.609016 -0.186 0.092 -0.051 0.288
O -3.419426 -1.906802 3.462437 -0.059 0.035 -0.401 -0.659
H -3.172989 -1.943037 2.530118 0.125 0.179 0.011 0.324
H -4.373201 -1.775253 3.407423 0.002 -0.072 0.313 0.311

[4]
54
Properties=species:S:1:pos:R:3:forces:R:3:mulliken_charge:R:1 method="wB97M-V/def2-TZVPD" homo_ev="-12.766 / -12.766" charge=+1 de_lowest_kj_mol=31.8 spin_multiplicity=2 gap_ev="9.12 / 2.23" fmax_ha_per_bohr=0.067
O 1.579236 0.259614 -1.132516 -0.807 0.175 0.016 -0.576
H 1.637909 1.240280 -1.175060 0.510 -0.219 -0.203 0.373
H 2.465669 -0.105075 -1.172381 0.397 -0.003 0.270 0.194
O -0.205155 -1.806465 2.650323 -0.568 -2.324 1.421 -0.572
H -0.328774 -1.256178 1.907926 0.501 1.184 -1.816 0.246
H 0.729574 -1.787056 2.944001 -0.230 0.885 -0.654 0.385
O -1.741410 3.944355 -1.886011 0.442 -1.127 -0.163 -0.647
H -1.710626 3.440069 -2.705188 -0.456 -0.787 -0.209 0.319
H -1.637341 4.818959 -2.186719 0.249 1.960 -0.349 0.303
O -2.519066 1.692039 -3.687620 -0.786 2.113 -0.902 -0.669
H -2.108546 1.048366 -3.148520 0.626 -1.212 0.466 0.259
H -2.454837 1.378484 -4.621212 0.168 0.002 1.356 0.415
O -1.250979 -5.924108 0.042453 -0.769 1.563 0.506 -0.228
H -1.620528 -5.029745 -0.176404 -0.583 -0.432 -0.512 0.429
H -0.359415 -5.631204 0.268448 1.203 -0.446 0.105 0.408
O 4.670441 1.416070 -1.325222 0.299 -2.094 -0.282 -0.582
H 4.497907 2.334630 -1.145693 -0.260 0.406 -1.002 0.285
H 4.603482 1.054822 -2.247019 -0.060 1.657 1.298 0.309
O -0.778630 -0.864959 -0.260217 0.005 -0.306 0.431 -0.601
H 0.040151 -0.363742 -0.444621 0.318 -0.236 -0.282 0.242
H -1.484153 -0.258360 -0.480740 -0.339 0.223 0.013 0.315
O 4.019980 -1.275319 0.126982 0.422 0.239 0.326 -0.654
H 4.815364 -1.755636 -0.178465 -0.501 0.659 0.376 0.293
H 4.319036 -0.469075 0.609214 -0.015 -0.819 -0.815 0.320
O -0.449716 2.315504 1.680675 -0.071 1.432 0.131 -0.590
H -1.119700 1.680839 1.869157 -0.658 -1.640 0.375 0.291
H -0.961422 3.071626 2.006067 0.333 0.522 -0.487 0.236
O -0.283741 -3.973464 -3.044286 -0.095 0.165 0.355 -0.631
H -0.212469 -3.205529 -2.458102 0.037 -0.020 -0.365 0.334
H -0.506424 -3.614804 -3.913632 0.030 -0.057 0.217 0.313
O -2.622685 3.701203 0.547375 0.904 0.379 -1.826 -0.604
H -3.455937 4.136502 0.447786 -1.187 0.347 0.616 0.295
H -2.304501 3.881971 -0.409160 -0.080 -0.937 1.928 0.378
O 1.523473 2.961563 -1.193782 -0.001 0.871 0.387 -0.702
H 1.791775 3.581218 -0.481028 0.024 -0.791 -0.484 0.329
H 0.563553 3.000054 -1.127894 -0.378 0.159 -0.153 0.347
O -2.071077 -3.932719 1.622426 0.441 -3.273 1.007 -0.460
H -1.360196 -4.135789 2.293925 -0.758 0.622 -0.633 0.398
H -1.951676 -3.041954 1.362932 0.690 2.290 -0.645 0.403
O -0.714859 -1.951308 5.296183 -0.133 -0.173 0.586 -0.626
H -0.859527 -2.873167 5.069768 -0.042 -0.068 0.195 0.283
H -0.635369 -1.529273 4.442577 0.183 0.035 -0.134 0.291
O 1.991479 1.727293 1.319440 -0.504 0.354 1.138 -0.646
H 1.414535 1.239468 0.695911 0.288 0.723 0.507 0.323
H 1.362894 2.211827 1.960764 0.916 -1.300 -1.642 0.392
O 2.031806 -0.480435 2.825003 1.056 -0.494 -0.423 -0.693
H 2.812917 -1.061356 2.734555 -0.413 0.548 0.054 0.327
H 2.160688 0.241214 2.142863 -0.125 -0.228 0.731 0.401
O -2.048793 -0.123538 -5.316040 -1.222 -0.612 1.072 -0.680
H -1.363075 -0.043220 -5.938636 1.101 -0.066 -1.590 0.322
H -2.868153 -0.415375 -5.729334 0.293 -0.095 -0.350 0.332
O -1.745730 0.399162 3.290669 -0.808 1.438 -1.356 -0.656
H -1.330933 -0.434403 3.241153 0.705 -1.366 0.126 0.444
H -1.966425 0.566123 4.186924 -0.291 0.173 1.270 0.285